Density functional theory data (wB97M-V/def2-TZVPD) for a molecular structure, C30H40IN2O2OsP2 in a non-equilibrium geometry.

Computed properties:
**Charge**: +1
**LUMO (alpha / beta)**: -3.5992 / -3.6017 eV
**Molar mass**: 839.74 g/mol

Last column: Löwdin charge in e.
Geometry (Å):
Os -0.783 -0.092 0.298  0.967
C -2.193 0.375 -4.222  -0.019
C -0.987 -0.469 -3.974  -0.257
N -0.487 -1.139 -4.977  0.128
C 0.588 -1.908 -4.820  -0.093
C 1.255 -2.040 -3.623  -0.147
C 2.494 -2.891 -3.547  -0.203
O 2.461 -3.710 -2.391  -0.070
C 0.790 -1.305 -2.501  -0.098
C 1.568 -1.186 -1.335  -0.047
N 1.270 -0.479 -0.255  -0.116
C 2.303 -0.282 0.669  -0.399
C 3.058 -1.331 1.200  -0.029
C 4.079 -1.072 2.095  -0.064
C 4.378 0.229 2.460  -0.068
C 3.648 1.286 1.936  -0.138
C 2.626 1.020 1.051  -0.601
I 1.549 2.615 0.151  1.006
C -0.429 -0.546 -2.658  -0.292
O -1.011 0.023 -1.677  -0.288
H -2.229 0.631 -5.277  0.086
H -2.142 1.286 -3.627  0.076
H -3.104 -0.168 -3.959  0.085
H 0.930 -2.400 -5.717  0.116
H 3.382 -2.236 -3.536  0.135
H 2.546 -3.508 -4.450  0.126
H 3.188 -4.341 -2.441  0.102
H 2.555 -1.636 -1.367  0.131
H 2.815 -2.344 0.915  0.115
H 4.636 -1.891 2.523  0.111
H 5.187 0.430 3.141  0.111
H 3.885 2.301 2.209  0.102
C -0.414 -4.076 1.492  -0.227
P -1.091 -2.892 0.265  0.911
C -1.015 -3.907 -1.263  -0.220
C -2.904 -2.967 0.676  -0.393
C -3.660 -1.857 -0.054  -0.393
P -3.170 -0.158 0.505  0.767
C -4.301 0.133 1.920  -0.211
C -4.005 0.867 -0.756  -0.229
H -0.944 -5.027 1.446  0.061
H -0.500 -3.652 2.490  0.035
H 0.638 -4.241 1.268  0.043
H -1.507 -4.867 -1.117  0.060
H 0.032 -4.073 -1.515  0.032
H -1.480 -3.383 -2.096  0.049
H -3.018 -2.862 1.759  0.074
H -3.294 -3.949 0.385  0.093
H -4.743 -1.974 0.063  0.094
H -3.435 -1.914 -1.123  0.079
H -5.323 -0.070 1.600  0.058
H -4.219 1.175 2.221  0.034
H -4.056 -0.491 2.775  0.038
H -5.016 0.499 -0.934  0.058
H -3.443 0.832 -1.686  0.011
H -4.044 1.899 -0.412  0.049
C -1.377 -0.897 4.180  -0.024
C -0.648 0.296 3.514  -0.550
C 0.576 0.669 4.379  -0.017
C -0.178 -0.263 2.204  -0.152
C -1.560 1.513 3.440  -0.199
C -2.262 1.939 4.567  -0.035
C -3.087 3.049 4.529  -0.065
C -3.222 3.783 3.362  -0.079
C -2.499 3.402 2.245  -0.081
C -1.688 2.281 2.288  -0.118
H -0.656 -1.668 4.439  0.087
H -2.100 -1.320 3.486  0.055
H -1.895 -0.592 5.081  0.084
H 1.256 -0.178 4.468  0.087
H 0.253 0.961 5.376  0.090
H 1.116 1.502 3.934  0.089
H 0.594 -1.019 2.408  0.052
H -2.174 1.409 5.503  0.110
H -3.629 3.345 5.416  0.110
H -3.868 4.648 3.333  0.108
H -2.557 3.980 1.335  0.109
H -1.116 2.020 1.398  -0.005